No. 1
Molecular formula: C54H41GeN3O7PPbSe
Method: DFT, ωB97M-V/def2-TZVPD

Values from the calculation:
E_HOMO (alpha / beta) ... -1.5909 / -1.6024 eV
Spin multiplicity ... 2
Energy ... -7785.64956 Ha
Net charge ... -2
Energy relative to the best compared isomer or geometry (same formula, charge and spin) ... 84.2 kcal/mol
Kohn-Sham gap (alpha / beta) ... 5.15 / 4.71 eV

Last column: Löwdin spin population.
Element x y z (Å)
Pb -8.05 -20.71 -6.87  0.185
C -10.78 -21.63 -3.99  0.001
C -10.26 -22.65 -5.01  0.013
C -10.98 -23.03 -6.25  0.002
C -10.44 -24.25 -6.97  0.000
C -9.20 -24.85 -6.50  0.000
C -8.63 -24.44 -5.36  0.000
C -9.12 -23.32 -4.63  0.010
H -11.87 -21.56 -3.99  0.000
H -10.35 -20.63 -4.12  0.001
H -10.47 -22.04 -3.01  0.000
H -12.72 -21.95 -6.62  0.000
H -10.61 -24.26 -8.05  0.000
H -8.76 -25.60 -7.18  0.000
H -7.68 -24.89 -5.02  0.000
H -8.50 -22.96 -3.78  0.000
O -5.01 -21.24 -4.17  0.001
C -5.54 -20.38 -4.85  0.003
O -5.91 -20.61 -6.11  0.033
C -5.85 -18.95 -4.36  0.001
C -4.92 -18.33 -3.59  0.000
C -5.10 -16.98 -3.33  0.001
C -6.18 -16.25 -3.77  0.000
C -7.08 -16.95 -4.48  0.002
C -7.07 -18.34 -4.73  0.004
O -8.06 -19.00 -5.19  0.044
N -8.14 -16.08 -5.06  0.000
O -8.89 -16.51 -5.94  0.000
O -8.22 -14.92 -4.60  0.000
N -4.15 -16.32 -2.38  0.000
O -4.34 -15.14 -2.07  0.000
O -3.22 -17.02 -1.93  0.000
H -4.03 -18.84 -3.18  0.000
H -6.29 -15.17 -3.55  0.000
C -13.78 -17.30 -4.81  0.003
C -14.33 -18.51 -5.29  0.000
C -13.51 -19.46 -5.91  0.004
C -12.11 -19.26 -5.99  0.010
C -11.57 -18.06 -5.46  0.003
C -12.41 -17.10 -4.89  0.000
P -11.01 -20.25 -6.96  0.057
C -11.75 -21.99 -7.12  0.002
C -12.00 -22.39 -8.52  0.001
C -12.94 -23.30 -8.85  0.000
C -13.47 -24.30 -7.95  0.001
C -12.97 -24.67 -6.72  0.000
C -11.68 -24.39 -6.12  0.000
C -10.96 -19.44 -8.56  0.003
C -12.22 -19.27 -9.14  0.002
C -12.36 -18.48 -10.31  0.001
C -11.24 -17.90 -10.87  0.000
C -9.94 -18.09 -10.33  0.001
C -8.79 -17.48 -10.88  0.001
C -7.56 -17.68 -10.30  0.001
C -7.44 -18.49 -9.14  0.005
C -8.50 -19.17 -8.61  0.007
C -9.77 -18.92 -9.15  0.000
H -14.43 -16.51 -4.40  0.000
H -15.40 -18.73 -5.15  0.000
H -13.98 -20.34 -6.36  0.000
H -10.49 -17.88 -5.54  0.000
H -11.94 -16.18 -4.54  0.000
H -11.43 -21.85 -9.29  0.000
H -13.35 -23.36 -9.86  0.000
H -14.34 -24.82 -8.36  0.000
H -13.61 -25.31 -6.10  0.000
H -11.48 -24.88 -5.15  0.000
H -13.09 -19.70 -8.66  0.000
H -13.34 -18.32 -10.75  0.000
H -11.32 -17.29 -11.77  0.000
H -8.91 -16.85 -11.76  0.000
H -6.66 -17.20 -10.70  0.000
H -6.44 -18.56 -8.65  0.001
C -5.50 -23.95 -7.39  0.055
Ge -6.16 -22.40 -8.46  0.305
C -4.44 -21.58 -8.93  0.048
C -4.09 -21.21 -10.24  0.019
C -2.86 -20.61 -10.53  -0.001
C -1.91 -20.45 -9.51  0.016
C -2.22 -20.87 -8.21  -0.001
C -3.47 -21.40 -7.91  0.017
C -7.05 -22.81 -10.20  0.062
C -7.34 -21.67 -10.95  0.028
C -8.24 -21.71 -12.06  0.000
C -8.64 -22.92 -12.53  0.017
C -8.27 -24.12 -11.88  0.002
C -8.69 -25.34 -12.42  0.003
C -8.34 -26.52 -11.82  -0.003
C -7.51 -26.52 -10.68  0.004
C -7.11 -25.31 -10.14  -0.001
C -7.47 -24.09 -10.70  0.010
H -4.62 -24.38 -7.88  0.008
H -6.30 -24.69 -7.23  0.000
H -5.22 -23.55 -6.42  0.001
H -4.78 -21.37 -11.07  0.001
H -2.65 -20.32 -11.55  0.000
H -0.94 -19.98 -9.71  0.001
H -1.50 -20.74 -7.38  0.000
H -3.69 -21.66 -6.87  0.001
H -6.92 -20.71 -10.69  0.001
H -8.59 -20.76 -12.47  0.000
H -9.26 -23.04 -13.42  0.001
H -9.27 -25.33 -13.36  0.000
H -8.65 -27.48 -12.28  0.000
H -7.21 -27.46 -10.20  0.000
H -6.46 -25.30 -9.24  0.000
Se -4.21 -18.13 -7.25  0.002
C -3.14 -17.39 -8.51  0.000
N -2.43 -17.05 -9.39  0.001



No. 2
Molecular formula: C54H42FGeNaP3S
Method: DFT, ωB97M-V/def2-TZVPD

Values from the calculation:
E_HOMO (alpha / beta) ... -4.9366 / -1.8990 eV
Energy ... -5844.35804 Ha
Net charge ... -1
Energy relative to the best compared isomer or geometry (same formula, charge and spin) ... 18.1 kcal/mol
Kohn-Sham gap (alpha / beta) ... 6.96 / 3.92 eV

Last column: Mulliken charge in e.
Element x y z (Å)
Na -0.12 0.15 1.90  0.668
F -0.58 -0.27 -4.25  -0.610
Ge -0.27 0.05 -2.42  2.081
C 1.65 -0.59 -2.79  -0.447
C 2.08 -0.93 -4.08  -0.498
C 3.41 -1.22 -4.34  -0.751
C 4.35 -1.17 -3.31  -0.735
C 3.94 -0.85 -2.02  -0.085
C 2.60 -0.57 -1.75  -0.861
P 2.06 -0.15 -0.02  1.674
C 2.50 -1.72 0.88  0.628
C 2.93 -2.90 0.28  -0.832
C 3.06 -4.08 1.01  -0.520
C 2.77 -4.10 2.37  -0.664
C 2.36 -2.93 2.99  -0.934
C 2.21 -1.77 2.25  -0.517
C 3.49 0.94 0.46  0.306
C 4.45 0.65 1.42  -0.259
C 5.48 1.55 1.69  -0.662
C 5.55 2.76 1.01  -0.664
C 4.59 3.06 0.05  -0.620
C 3.57 2.16 -0.22  -0.439
C -2.00 -0.95 -2.11  -0.393
C -3.05 -0.78 -3.03  -0.501
C -4.21 -1.54 -2.94  -0.831
C -4.33 -2.52 -1.95  -0.749
C -3.31 -2.69 -1.03  -0.214
C -2.16 -1.88 -1.08  -0.192
P -0.87 -2.02 0.24  2.256
C -0.51 -3.82 0.04  0.792
C -0.94 -4.87 0.83  -0.584
C -0.59 -6.19 0.52  -0.726
C 0.19 -6.47 -0.59  -0.571
C 0.61 -5.42 -1.40  -0.653
C 0.27 -4.11 -1.09  -0.809
C -1.93 -1.87 1.74  -0.896
C -1.61 -2.47 2.96  -0.026
C -2.38 -2.23 4.09  -0.955
C -3.45 -1.35 4.04  -0.811
C -3.75 -0.72 2.84  -0.476
C -3.01 -0.98 1.70  -0.169
C -0.78 1.96 -2.72  -0.217
C -0.92 2.49 -4.01  -0.065
C -1.46 3.76 -4.20  -0.703
C -1.89 4.51 -3.11  -0.821
C -1.75 4.00 -1.83  -0.216
C -1.18 2.74 -1.62  -1.136
P -0.91 2.14 0.11  2.820
C 0.24 3.47 0.72  1.016
C 0.51 3.58 2.09  -0.049
C 1.43 4.50 2.57  -1.169
C 2.13 5.32 1.70  -0.540
C 1.90 5.20 0.33  -0.642
C 0.97 4.29 -0.15  -0.858
C -2.58 2.57 0.79  0.690
C -3.68 2.17 0.02  -0.501
C -4.98 2.34 0.49  -0.508
C -5.20 2.91 1.73  -0.707
C -4.12 3.30 2.51  -0.637
C -2.82 3.12 2.05  -0.650
H 1.35 -0.96 -4.88  0.482
H 3.73 -1.47 -5.35  0.380
H 5.39 -1.38 -3.51  0.396
H 4.67 -0.82 -1.22  0.488
H 3.14 -2.92 -0.78  0.231
H 3.37 -4.99 0.51  0.407
H 2.86 -5.02 2.93  0.366
H 2.13 -2.93 4.05  0.459
H 1.87 -0.87 2.76  0.543
H 4.40 -0.28 1.96  0.297
H 6.23 1.31 2.44  0.415
H 6.36 3.45 1.22  0.359
H 4.64 4.00 -0.48  0.404
H 2.83 2.41 -0.97  0.357
H -2.94 -0.05 -3.83  0.539
H -5.01 -1.39 -3.66  0.413
H -5.21 -3.14 -1.90  0.394
H -3.41 -3.43 -0.25  0.394
H -1.57 -4.69 1.69  0.478
H -0.94 -7.00 1.16  0.414
H 0.46 -7.49 -0.83  0.355
H 1.21 -5.62 -2.28  0.421
H 0.61 -3.30 -1.73  0.440
H -0.73 -3.10 3.04  0.487
H -2.11 -2.70 5.03  0.354
H -4.02 -1.14 4.93  0.345
H -4.56 0.01 2.79  0.344
H -3.25 -0.47 0.78  0.341
H -0.62 1.89 -4.86  0.504
H -1.56 4.15 -5.21  0.376
H -2.33 5.49 -3.26  0.392
H -2.08 4.59 -0.98  0.445
H 0.01 2.92 2.80  -0.370
H 1.60 4.57 3.64  0.434
H 2.85 6.03 2.07  0.375
H 2.46 5.81 -0.37  0.480
H 0.83 4.21 -1.22  0.211
H -3.52 1.71 -0.95  0.152
H -5.81 2.02 -0.13  0.426
H -6.22 3.05 2.10  0.329
H -4.28 3.73 3.49  0.409
H -2.00 3.39 2.70  0.194
S -0.77 0.90 4.17  -0.518